1.
This record from the OMol25 dataset describes a cluster of 2 separate species, C4H11N2O in total. The level of theory is ωB97M-V/def2-TZVPD.

Output
- net charge = -1
- E_LUMO (Eh) = 0.15049

CARTESIAN COORDINATES (ANGSTROEM)
C -1.0822 2.5388 -1.3139
C -0.8964 1.2716 -0.5594
C -1.1388 1.1562 0.7683
N -0.6485 0.2167 1.6238
H -1.5941 3.2662 -0.6759
H -0.1410 2.9916 -1.6421
H -1.7045 2.4413 -2.2168
H -0.5600 0.3825 -1.0851
H -1.7614 1.9421 1.2101
H -1.1536 0.2070 2.4869
H 0.0928 -0.5665 1.3493
N 1.0166 -1.9037 -1.3346
C 1.6219 -1.3684 -0.0878
O 0.9572 -1.7064 1.0548
H 1.2907 -2.8816 -1.3954
H 0.0232 -1.9451 -1.1277
H 2.6791 -1.6988 -0.0696
H 1.6518 -0.2672 -0.2106

Atoms 1-2, force components in eV/Å:
C -0.657 0.205 -0.232
C -0.209 -0.723 0.326

Mulliken atomic charge list, values in e, 2 entries: -1.035, -0.242

2.
This record from the OMol25 dataset describes the ion C8H13N2S with charge +1. The level of theory is ωB97M-V/def2-TZVPD.

Output
- net charge = +1
- multiplicity = 3
- E_LUMO (alpha / beta) (Eh) = -0.12285 / -0.21204

CARTESIAN COORDINATES (ANGSTROEM)
C 1.8042 0.2735 -0.3373
C 1.8290 -1.0895 -0.0268
C -0.2324 -0.5653 -0.6164
C -0.1966 1.8420 -1.2034
C -2.7014 -0.6309 0.7121
C 3.0080 -1.8469 0.4747
C -0.0717 2.9588 -0.1318
C -3.8348 -1.3333 0.8980
N 0.4197 0.5794 -0.7266
N 0.5531 -1.5930 -0.2056
S -1.9487 -0.7993 -0.9174
H 2.6381 0.9615 -0.2508
H 0.3172 2.1867 -2.0574
H -2.1399 -0.4007 1.6081
H 3.9458 -1.2714 0.4048
H 3.0350 -2.3274 1.5390
H 3.0853 -2.6880 -0.2020
H 0.9674 3.3659 -0.3771
H -0.0136 2.5902 0.8743
H -0.7572 3.9121 -0.2736
H -4.1379 -1.4130 1.9115
H -1.2218 1.6353 -1.2770
H -4.4524 -1.8394 0.1581
H 0.1058 -2.5073 0.0226

Atoms 1-2, force components in eV/Å:
C -1.951 -1.641 -0.089
C 0.385 2.130 0.854

Mulliken atomic charge list, values in e, 2 entries: -0.483, 0.464

3.
This record from the OMol25 dataset describes an isolated molecule of C4H6OS. The level of theory is ωB97M-V/def2-TZVPD.

Output
- E_LUMO (Eh) = 0.03080
- SMILES string = C/C=C/SC=O

CARTESIAN COORDINATES (ANGSTROEM)
C -0.5524 -0.0287 1.5087
C -0.5722 -0.4182 0.0523
C 0.2888 -0.0723 -0.8122
S 0.2873 -0.6940 -2.4536
C 1.3921 0.3600 -3.2933
O 1.9838 1.2526 -2.7554
H -1.3424 0.7078 1.5203
H 0.5514 0.3788 1.5852
H -0.6507 -0.8756 2.0405
H -1.4122 -1.0035 -0.1407
H 1.1058 0.7097 -0.5344
H 1.4116 0.2135 -4.3287

Atoms 1-2, force components in eV/Å:
C 3.467 3.421 -3.723
C -1.746 -0.718 3.048

Mulliken atomic charge list, values in e, 2 entries: -1.109, 0.004

4.
This record from the OMol25 dataset describes a cluster of 2 separate species, C5H8F2 in total. The level of theory is ωB97M-V/def2-TZVPD.

Output
- E_LUMO (Eh) = 0.03025
- SMILES string = C=C=CC.FCF

CARTESIAN COORDINATES (ANGSTROEM)
C 0.4960 1.7356 0.4742
C 1.0072 0.7025 -0.1666
C 1.6042 -0.2746 -0.7248
C 2.5062 -1.2112 -0.0360
H 0.9588 2.7442 0.4687
H -0.3883 1.6255 1.0176
H 1.5968 -0.2933 -1.9149
H 2.1288 -2.2463 0.0322
H 2.6949 -0.7893 1.0577
H 3.5157 -1.3565 -0.6911
F -3.5799 0.8116 -0.6942
C -3.1480 -0.1498 0.1075
F -4.1790 -1.0639 0.3338
H -2.9570 0.3489 1.0779
H -2.2565 -0.5834 -0.3422

Atoms 1-2, force components in eV/Å:
C 1.600 0.019 -1.122
C -0.950 2.421 1.441

Mulliken atomic charge list, values in e, 2 entries: -0.716, 0.052

5.
This record from the OMol25 dataset describes a cluster of 11 separate species, C37H92NO34P7S3 in total. The level of theory is ωB97M-V/def2-TZVPD.

Output
- E_LUMO (Eh) = 0.00273
- SMILES string = COP(=O)(OC)OC.COP(=O)(OC)OC.COP(=O)(OC)OC.COP(=O)(OC)OC.COP(=O)(OC)OC.COP(=O)(OC)OC.COP(=O)(OC)OC.O=S1(=O)CCCC1.O=S1(=O)CCCC1.O=S1(=O)CCCC1.c1cc[nH]c1

CARTESIAN COORDINATES (ANGSTROEM)
C -14.4895 -14.6564 -19.3971
O -14.8279 -14.0705 -18.1941
P -14.1918 -14.4026 -16.7518
O -12.7729 -14.8371 -16.7213
O -14.5483 -12.9328 -16.0981
C -15.8320 -12.5791 -15.7533
O -15.1701 -15.4929 -16.0692
C -15.1317 -15.7896 -14.6999
H -13.4020 -14.5982 -19.4418
H -14.8678 -13.9950 -20.1766
H -14.8708 -15.6728 -19.4954
H -15.8710 -12.5074 -14.6664
H -16.5607 -13.2271 -16.2402
H -15.9691 -11.5720 -16.1470
H -14.3831 -15.2546 -14.1155
H -14.8872 -16.8406 -14.5463
H -16.1194 -15.6196 -14.2713
C -19.0403 -13.5782 -32.2790
O -19.8733 -13.0103 -31.3006
P -21.5069 -13.1643 -31.5311
O -21.9576 -12.3322 -32.6733
O -21.7244 -14.8222 -31.5816
C -21.8953 -15.5004 -32.7906
O -22.0650 -12.7875 -30.0708
C -21.7938 -13.6475 -28.9647
H -19.5420 -13.6279 -33.2454
H -18.8296 -14.5824 -31.9112
H -18.1086 -13.0275 -32.4081
H -21.0528 -16.0973 -33.1399
H -21.9402 -14.7604 -33.5896
H -22.8353 -16.0517 -32.7665
H -22.6787 -14.2073 -28.6616
H -21.4997 -13.0641 -28.0922
H -21.0245 -14.3859 -29.1907
C -9.8041 -23.6305 -28.2676
O -9.4207 -23.6099 -29.6324
P -10.5966 -23.5970 -30.7574
O -11.9383 -23.9057 -30.2806
O -10.4308 -22.1011 -31.3828
C -10.9944 -21.0406 -30.7221
O -9.9557 -24.6166 -31.8993
C -9.5003 -25.8618 -31.4317
H -9.0454 -23.3741 -27.5281
H -10.1703 -24.6105 -27.9617
H -10.7204 -23.0518 -28.1505
H -10.1549 -20.4891 -30.2989
H -11.6780 -21.3178 -29.9196
H -11.5531 -20.4568 -31.4537
H -9.8581 -26.1210 -30.4352
H -8.4460 -26.0511 -31.6334
H -9.9672 -26.5789 -32.1069
C -8.1015 -18.3057 -25.2521
O -6.7465 -17.9176 -25.1426
P -5.6146 -18.7105 -26.0238
O -4.2503 -18.1364 -26.1176
O -6.3910 -18.9514 -27.4258
C -5.5890 -19.2525 -28.5512
O -5.5392 -20.2091 -25.3613
C -5.2697 -20.4180 -23.9916
H -8.6982 -17.5636 -25.7825
H -8.5582 -18.3024 -24.2625
H -8.2899 -19.2943 -25.6707
H -5.3148 -18.3724 -29.1328
H -6.0905 -19.9998 -29.1662
H -4.6553 -19.7379 -28.2669
H -5.4030 -19.4894 -23.4366
H -4.2225 -20.7000 -23.8821
H -5.9883 -21.1789 -23.6871
C -24.0754 -11.4509 -17.4161
O -23.0723 -10.8901 -18.2904
P -23.2108 -10.7418 -19.8798
O -23.7647 -11.9498 -20.6208
O -21.7464 -10.2702 -20.4536
C -20.6550 -11.1468 -20.2742
O -24.1868 -9.4814 -20.1032
C -23.9261 -8.1690 -19.5360
H -24.9272 -11.5766 -18.0845
H -24.3906 -10.7388 -16.6535
H -23.8437 -12.3987 -16.9303
H -20.7435 -11.8031 -19.4084
H -19.7356 -10.5686 -20.1822
H -20.6364 -11.7724 -21.1666
H -23.1293 -8.1411 -18.7926
H -24.7789 -7.8177 -18.9552
H -23.7502 -7.4224 -20.3104
C -17.8633 -18.8847 -28.3825
O -17.0826 -17.8037 -28.0798
P -16.8034 -17.4693 -26.5030
O -17.9401 -17.6143 -25.5731
O -16.2386 -15.9185 -26.6072
C -15.2209 -15.6556 -27.5988
O -15.4606 -18.3697 -26.1370
C -15.6362 -19.5616 -25.3492
H -17.7499 -19.2437 -29.4054
H -18.9111 -18.9181 -28.0840
H -17.4289 -19.7459 -27.8748
H -14.9086 -16.5163 -28.1903
H -14.3188 -15.3122 -27.0926
H -15.4777 -14.8767 -28.3168
H -16.6735 -19.8936 -25.3074
H -15.2871 -19.5638 -24.3166
H -15.2712 -20.4798 -25.8095
C -23.9218 -22.1713 -14.8581
O -22.8253 -22.2171 -15.7983
P -21.3640 -21.6364 -15.3813
O -21.3628 -20.4064 -14.5077
O -20.7056 -22.9512 -14.7144
C -20.8901 -24.2507 -15.1917
O -20.5030 -21.4736 -16.7453
C -20.6557 -20.3208 -17.5245
H -24.7876 -21.7752 -15.3888
H -23.6357 -21.7028 -13.9165
H -24.2077 -23.1604 -14.5004
H -19.9559 -24.7614 -15.4254
H -21.5183 -24.4028 -16.0694
H -21.3501 -24.9169 -14.4618
H -21.1340 -20.5273 -18.4820
H -19.6544 -19.9592 -17.7584
H -21.2324 -19.4675 -17.1676
O -13.5115 -27.6666 -19.6470
S -13.3509 -26.2186 -19.8743
O -13.2683 -25.6399 -21.2076
C -14.7823 -25.4108 -19.1265
C -14.2658 -24.8998 -17.7631
C -12.8432 -24.2984 -18.0550
C -12.0555 -25.4464 -18.7627
H -15.4807 -26.2476 -19.1186
H -15.2138 -24.6483 -19.7750
H -14.8168 -24.0459 -17.3691
H -14.2564 -25.6689 -16.9908
H -12.3427 -23.8696 -17.1868
H -12.9783 -23.5053 -18.7905
H -11.8228 -26.2631 -18.0794
H -11.1536 -25.1299 -19.2866
O -26.5735 -18.4378 -26.5346
S -26.8983 -19.2946 -25.4336
O -27.3034 -20.6753 -25.6844
C -25.6177 -19.1821 -24.0588
C -26.5435 -19.3625 -22.7848
C -27.7173 -18.4725 -23.0668
C -28.3453 -18.4925 -24.4718
H -25.1191 -18.2160 -23.9798
H -24.9258 -19.9614 -24.3782
H -26.7568 -20.4284 -22.7046
H -25.9560 -19.1000 -21.9050
H -27.4318 -17.4224 -23.0045
H -28.4800 -18.6941 -22.3203
H -28.5553 -17.5072 -24.8880
H -29.1855 -19.1708 -24.6206
O -16.2086 -21.7540 -37.6864
S -16.5069 -20.3212 -38.0354
O -16.8844 -19.3487 -37.0004
C -15.2562 -19.6312 -39.1153
C -16.0183 -19.1074 -40.4230
C -17.0821 -20.0766 -40.7176
C -17.8118 -20.2539 -39.3565
H -14.5773 -20.4416 -39.3808
H -14.7070 -18.8692 -38.5623
H -16.4376 -18.1048 -40.3386
H -15.3727 -19.1386 -41.3007
H -16.6646 -21.0469 -40.9866
H -17.5980 -19.7498 -41.6205
H -18.4383 -21.1283 -39.1803
H -18.4291 -19.4385 -38.9797
C -20.0623 -26.2491 -27.8115
C -21.0626 -25.6572 -28.5550
C -20.3957 -25.1589 -29.6478
N -19.0467 -25.4120 -29.5917
C -18.8666 -26.1273 -28.4443
H -20.1342 -26.8612 -26.9246
H -22.1172 -25.5527 -28.3465
H -20.7490 -24.5684 -30.4802
H -18.3332 -25.1777 -30.2671
H -17.9041 -26.5270 -28.1612

Atoms 1-2, force components in eV/Å:
C 1.147 -0.064 -1.002
O -0.841 0.031 2.727

Mulliken atomic charge list, values in e, 2 entries: -0.682, -0.211

What ΔE to the lowest compared entry with this formula, charge and spin values result from the calculations? In sequence: 83.69 47.51 182.86 240.39 466.54 kJ/mol.